Molecular formula: C7H12O
Method: DFT, wB97M-V/def2-TZVPD

Properties
Energy above the lowest of the compared OMol25 structures with the same formula, charge and spin: 0.00 kcal/mol
E_HOMO (spin up / spin down): -0.507 / -2.522 eV
DFT total energy: -349.10163 Ha
Orbital gap (spin up / spin down): 4.30 / 6.30 eV

```
! wB97M-V def2-TZVPD RIJCOSX def2/J DEFGRID3
* xyz -1 2
H -3.695 0.434 -1.402
C -1.636 0.450 -0.923
H -1.430 0.599 -1.984
H -2.908 -0.073 1.530
H 1.050 -3.169 0.919
H 3.298 0.724 -1.315
H 0.928 0.630 -1.551
H 3.921 -0.264 0.006
C -0.549 0.430 -0.044
H 3.878 1.473 0.173
C 0.798 0.534 -0.469
C -3.537 0.090 0.668
H -0.737 0.339 1.022
C 3.318 0.622 -0.230
H 0.684 -1.730 0.508
H 1.803 0.446 1.389
C 1.923 0.526 0.313
C -3.001 0.323 -0.574
H -4.607 0.038 0.800
O 0.500 -2.422 1.164
*
```

Results of the natural (NBO) charge analysis, in e, for atoms 1 through 4: 0.167, -0.319, 0.165, 0.173

=====

Molecular formula: C7H12O
Method: DFT, wB97M-V/def2-TZVPD

Properties
Energy above the lowest of the compared OMol25 structures with the same formula, charge and spin: 28.02 kcal/mol
E_HOMO (spin up / spin down): 0.624 / -3.568 eV
DFT total energy: -349.05698 Ha
Orbital gap (spin up / spin down): 3.09 / 7.13 eV

```
! wB97M-V def2-TZVPD RIJCOSX def2/J DEFGRID3
* xyz -1 2
H -1.551 2.933 0.220
C 0.378 1.290 0.919
H 0.443 0.300 -2.078
H -1.569 -1.639 0.196
H 1.316 -0.930 -0.115
C 0.357 -1.195 -0.569
C -0.224 0.045 -1.235
H -1.982 2.201 -1.445
H 2.331 1.695 0.181
H -0.235 1.262 1.845
O -0.456 -3.281 0.460
H 2.216 1.407 2.018
H -0.352 -1.490 1.481
H 0.468 -3.573 0.452
C -1.342 2.210 -0.572
H -1.217 -0.201 -1.606
C 1.719 1.469 1.045
C -0.536 -1.836 0.468
H 0.636 -1.901 -1.359
C -0.401 1.236 -0.306
*
```

Results of the natural (NBO) charge analysis, in e, for atoms 1 through 4: 0.171, -0.286, 0.176, 0.168

=====

Molecular formula: C7H12O
Method: DFT, wB97M-V/def2-TZVPD

Properties
Energy above the lowest of the compared OMol25 structures with the same formula, charge and spin: 38.52 kcal/mol
E_HOMO: -8.512 eV
DFT total energy: -349.08725 Ha
Orbital gap: 9.36 eV

```
! wB97M-V def2-TZVPD RIJCOSX def2/J DEFGRID3
* xyz 0 1
H 2.298 -0.544 0.697
H 0.165 -0.047 2.197
C 0.347 -0.589 0.074
C -0.115 -0.815 1.480
H -0.411 -0.941 -1.949
H 2.670 0.958 -1.444
C -0.689 -0.519 -0.986
H -2.295 0.312 0.145
C -1.918 -0.063 -0.806
H 3.056 -0.757 -1.752
H -1.251 2.682 0.619
C -0.812 -1.870 1.855
C 2.266 -0.052 -1.471
C 1.650 -0.419 -0.165
H -1.083 -2.627 1.123
H 1.550 -0.096 -2.293
H -0.995 4.151 0.499
O -0.612 3.353 0.881
H -2.675 -0.109 -1.577
H -1.145 -2.007 2.874
*
```

Results of the natural (NBO) charge analysis, in e, for atoms 1 through 4: 0.198, 0.210, -0.106, -0.205

=====

Molecular formula: C7H12O
Method: DFT, wB97M-V/def2-TZVPD

Properties
Energy above the lowest of the compared OMol25 structures with the same formula, charge and spin: 73.66 kcal/mol
E_HOMO: -8.894 eV
DFT total energy: -349.03127 Ha
Orbital gap: 9.85 eV

```
! wB97M-V def2-TZVPD RIJCOSX def2/J DEFGRID3
* xyz 0 1
C -0.850 1.679 -0.312
H -1.458 -2.179 -0.397
H -0.346 2.571 0.055
O 0.443 -0.015 0.965
C -0.848 -1.716 -1.159
H 2.434 -0.968 -1.014
C -1.860 0.174 1.425
C 1.726 -1.727 -1.306
H -2.846 0.541 1.216
H 1.828 1.261 0.098
C 0.458 -1.623 -1.013
H -0.361 1.359 -1.235
H -1.761 -0.623 2.142
C -0.816 0.572 0.698
H 2.388 0.214 1.437
H -1.883 1.929 -0.543
H -1.341 -1.371 -2.055
C 1.571 0.835 1.074
H 1.406 1.648 1.792
H 2.118 -2.562 -1.867
*
```

Results of the natural (NBO) charge analysis, in e, for atoms 1 through 4: -0.690, 0.222, 0.221, -0.543

=====

Molecular formula: C7H12O
Method: DFT, wB97M-V/def2-TZVPD

Properties
Energy above the lowest of the compared OMol25 structures with the same formula, charge and spin: 116.00 kcal/mol
E_HOMO: -8.194 eV
DFT total energy: -348.96379 Ha
Orbital gap: 8.66 eV

```
! wB97M-V def2-TZVPD RIJCOSX def2/J DEFGRID3
* xyz 0 1
H 1.083 1.764 -1.631
H -0.704 -0.297 -1.973
C 1.602 2.354 0.826
H -2.451 -0.904 1.662
C -1.790 -0.201 1.174
H -1.973 0.846 1.368
C -0.522 -2.067 0.200
C -0.480 0.423 -1.195
H 1.579 0.008 -1.437
H 0.459 0.203 0.901
C 1.337 1.156 0.345
C 0.947 0.823 -1.086
C -0.754 -0.594 0.432
H 1.711 2.528 1.887
H 1.629 3.248 0.209
H -1.171 1.251 -1.070
H -1.459 -2.546 -0.121
H 0.685 -3.203 -0.842
H -0.210 -2.530 1.146
O 0.480 -2.263 -0.796
*
```

Results of the natural (NBO) charge analysis, in e, for atoms 1 through 4: 0.222, 0.222, -0.454, 0.190

=====

Molecular formula: C7H12O
Method: DFT, wB97M-V/def2-TZVPD

Properties
Energy above the lowest of the compared OMol25 structures with the same formula, charge and spin: 90.95 kcal/mol
E_HOMO: -9.415 eV
DFT total energy: -349.00370 Ha
Orbital gap: 10.49 eV

```
! wB97M-V def2-TZVPD RIJCOSX def2/J DEFGRID3
* xyz 0 1
H -1.926 1.715 0.119
H 0.006 0.887 1.642
H -0.165 -0.936 -1.063
H -1.244 1.022 -1.255
C -0.094 1.393 0.717
H 1.543 2.016 -0.735
H -2.705 -0.446 -0.626
H 2.276 -1.574 1.024
H 1.539 -1.933 -0.754
C -1.223 0.864 -0.131
C -0.614 -1.331 -0.262
H 2.872 0.262 -0.999
H -0.281 2.561 0.833
O 0.232 -1.123 0.836
H -1.248 -2.275 -0.336
C 1.246 1.257 -0.010
C 1.995 0.232 -0.224
C 1.613 -1.198 0.242
H -2.063 -0.906 0.951
C -1.757 -0.487 0.032
*
```

Results of the natural (NBO) charge analysis, in e, for atoms 1 through 4: 0.212, 0.245, 0.172, 0.209